Entry 1:
Here is one molecule with the formula C9H13NO2 from the OMol25 dataset. Energies are from wB97M-V/def2-TZVPD.

XYZ file:
```
25
Properties=species:S:1:pos:R:3:mulliken_charge:R:1
C -2.7601 -0.1496 0.3930 0.54
C 1.9020 1.7681 -0.2891 -0.60
C 2.7845 0.7550 0.4968 -0.74
C 0.6010 1.0578 -0.5207 -0.61
C 1.7716 -0.3997 0.9555 -0.61
C -3.6672 0.6211 -0.0473 -0.54
C 0.5759 -0.0800 0.0914 0.19
C -0.5118 -1.2471 0.0782 1.04
C -0.6545 -1.7469 -1.3640 -1.58
N -1.6476 -0.5718 0.6887 -0.44
O -3.5291 1.9868 -0.1784 -0.46
O -0.3007 -2.3656 0.8460 -0.59
H 1.8435 2.5606 0.3575 0.29
H 2.4580 1.9079 -1.2112 0.29
H 3.6722 0.3775 -0.1170 0.25
H 3.3230 1.1293 1.3736 0.32
H -4.6830 0.3031 0.0807 0.33
H -0.1084 1.4854 -1.1480 0.57
H 2.2144 -1.4491 0.6500 0.19
H 1.6147 -0.3642 2.0771 0.34
H -0.6773 -0.9233 -2.0600 0.35
H -1.6496 -2.3372 -1.4746 0.33
H 0.1748 -2.3543 -1.4234 0.47
H -2.6305 2.0912 -0.0745 0.28
H -0.1158 -2.0551 1.8198 0.39
```

Its energy above the lowest of the compared OMol25 structures with the same formula, charge and spin is 477.1 kJ/mol. The strongest force on any atom comes out at 4.86 eV Å⁻¹. The value obtained for the orbital gap is 8.68 eV. The SMILES is C[C@](O)(N=C=CO)C1=CCCC1. The calculation puts the LUMO energy at 0.7 eV.

Entry 2:
Here is a 2-piece molecular cluster, H2NO3S overall from the OMol25 dataset. Energies are from wB97M-V/def2-TZVPD.

XYZ file:
```
7
Properties=species:S:1:pos:R:3:mulliken_charge:R:1
N -1.7370 0.5972 0.3407 -0.63
O 1.7668 -1.8190 -1.2419 -0.49
O 1.6828 0.5415 -0.3897 -0.48
O -0.5357 0.4183 1.0687 -0.47
S 0.9641 -0.7316 -0.7141 0.59
H -2.0113 -0.2808 0.0438 0.10
H -0.1297 1.2743 0.8924 0.38
```

As for the net charge: -1. Its energy above the lowest of the compared OMol25 structures with the same formula, charge and spin is 519.9 kJ/mol. The strongest force on any atom comes out at 3.21 eV Å⁻¹. The value obtained for the orbital gap (alpha / beta) is 5.81 / 3.60 eV. The calculation puts the LUMO energy (alpha / beta) at 3.9 / 3.0 eV.

Entry 3:
Here is C34H47ClIIrN5OPS as an isolated structure from the OMol25 dataset. Energies are from wB97M-V/def2-TZVPD.

XYZ file:
```
92
Properties=species:S:1:pos:R:3:mulliken_charge:R:1
Ir 0.4788 -0.8073 -0.3767 2.34
Cl -6.2331 -0.1613 1.6259 -0.17
C -4.7789 -0.0895 0.7504 0.74
C -4.7620 0.5823 -0.4637 -0.50
C -3.6055 0.6657 -1.2186 -0.22
I -3.5935 1.6648 -3.0042 0.14
C -2.3813 0.0623 -0.7621 0.18
O -1.3316 0.1132 -1.4346 -0.55
C -2.4168 -0.6304 0.5384 0.41
N -1.2645 -1.1832 0.9601 -0.24
C -1.2435 -1.8329 2.1098 -0.18
C -2.3772 -1.9669 2.9159 -1.16
C -3.5604 -1.4072 2.5041 -0.81
C -3.5974 -0.7170 1.2802 -0.06
H -5.6773 1.0411 -0.8091 0.49
H -0.2934 -2.2600 2.4035 0.46
H -2.3087 -2.5060 3.8487 0.48
H -4.4538 -1.4931 3.1058 0.48
C 2.6038 -3.4848 0.6302 0.80
C 3.6104 -2.9183 1.6195 -0.98
C 4.5568 -1.9140 0.9438 -1.48
C 4.0402 -1.2837 -0.3655 0.57
C 3.6647 -2.3865 -1.3833 -0.33
C 3.2763 -3.7130 -0.7148 -1.48
P 2.7293 0.0106 -0.1944 -0.07
C 3.0265 1.3996 -1.4227 0.54
C 1.9424 1.5698 -2.4881 -1.15
C 2.1173 0.6126 -3.6530 0.69
C 3.4894 0.7753 -4.2939 -1.48
C 4.5907 0.5455 -3.2669 0.02
C 4.4230 1.4659 -2.0640 -1.60
C 3.0167 0.9597 1.3541 0.47
C 4.4573 1.5262 1.4690 -0.89
C 4.8192 1.8045 2.9309 -0.98
C 3.6262 2.4062 3.6625 -0.59
C 2.4593 1.4036 3.7396 -0.81
C 2.5611 0.3192 2.6623 -0.42
H 1.7765 -2.7591 0.5069 -1.09
H 2.1483 -4.3987 1.0146 0.54
H 4.2133 -3.7355 2.0206 0.51
H 3.0976 -2.4751 2.4736 0.23
H 5.4715 -2.4386 0.6551 0.63
H 4.8802 -1.1483 1.6466 0.30
H 4.8788 -0.7128 -0.7735 1.19
H 4.5187 -2.5519 -2.0424 0.56
H 2.8472 -2.0520 -2.0305 -0.54
H 4.1714 -4.3176 -0.5463 0.44
H 2.6428 -4.2871 -1.3900 0.55
H 2.9460 2.2602 -0.7507 0.43
H 2.0188 2.5983 -2.8586 0.67
H 0.9450 1.4766 -2.0440 -0.03
H 1.3251 0.7816 -4.3875 0.44
H 1.9919 -0.4168 -3.3064 -0.52
H 3.5789 1.7884 -4.7001 0.40
H 3.6102 0.0914 -5.1350 0.51
H 5.5726 0.7109 -3.7128 0.48
H 4.5696 -0.5019 -2.9539 -0.23
H 4.5628 2.4997 -2.3965 0.61
H 5.2052 1.2930 -1.3238 0.31
H 2.3450 1.8080 1.1963 -0.16
H 4.5134 2.4616 0.9069 0.36
H 5.1964 0.8603 1.0212 0.30
H 5.6816 2.4696 2.9726 0.56
H 5.1250 0.8798 3.4272 0.33
H 3.3135 3.3107 3.1305 0.17
H 3.9103 2.7306 4.6626 0.54
H 1.5071 1.9302 3.6261 0.20
H 2.4292 0.9321 4.7225 0.49
H 1.5956 -0.1805 2.5357 -0.35
H 3.2729 -0.4431 2.9736 0.36
C -0.2040 4.5410 -0.7221 -0.82
N 0.0952 3.8759 0.5432 0.10
C 0.4440 4.6855 1.7088 -0.84
C 0.0217 2.5789 0.6308 0.06
N -0.0439 1.4226 0.7120 -0.40
H -1.0286 5.2406 -0.5819 0.34
H -0.4855 3.7955 -1.4620 0.21
H 0.6752 5.0833 -1.0726 0.31
H -0.3789 5.3596 1.9466 0.36
H 1.3416 5.2671 1.4976 0.34
H 0.6320 4.0302 2.5560 0.19
S -0.1108 -2.9941 -1.4459 -0.70
C -0.6748 -2.7207 -3.0380 0.25
N -1.7565 -3.4445 -3.4490 0.02
C -2.2554 -3.3888 -4.6999 -0.05
C -1.6731 -2.5383 -5.5936 -1.01
C -0.5815 -1.7947 -5.1178 0.24
N -0.0928 -1.8873 -3.8997 -0.09
H -2.1593 -4.0801 -2.7691 0.27
H -3.0980 -4.0315 -4.9117 0.45
H -2.0312 -2.4518 -6.6061 0.45
H -0.0757 -1.0965 -5.7756 0.45
```

As for the net charge: +2. Its energy above the lowest of the compared OMol25 structures with the same formula, charge and spin is 0.0 kJ/mol. The strongest force on any atom comes out at 0.66 eV Å⁻¹. The value obtained for the orbital gap (alpha / beta) is 6.66 / 5.93 eV. The spin multiplicity is 5. The calculation puts the LUMO energy (alpha / beta) at -5.7 / -7.7 eV.

Entry 4:
Here is C14H21BBe2Br2ClCs2F4O12PS2 as an isolated structure from the OMol25 dataset. Energies are from wB97M-V/def2-TZVPD.

XYZ file:
```
62
Properties=species:S:1:pos:R:3:mulliken_charge:R:1
O -0.7030 4.7369 0.9304 -0.72
P -1.4697 3.4998 1.0671 0.53
O -1.6879 3.0005 2.5656 -0.53
O -2.9712 3.7731 0.5026 -0.46
C -0.6149 2.2125 0.0604 0.37
O -0.6710 2.8482 -1.2296 -0.27
S -1.9039 2.1756 -2.0818 1.26
O -2.9696 3.0859 -2.3128 -0.63
O -1.3220 1.6127 -3.2284 -0.50
O -2.4106 1.1109 -0.9647 -0.26
C -1.1780 0.8575 -0.2279 0.29
C -1.1408 -0.2315 0.8517 -2.28
C -0.0963 -1.3421 0.3851 -1.09
C 1.3969 -0.8560 0.3895 -0.22
S 2.1047 -0.6585 -1.2781 0.24
H -2.3125 3.5702 3.0382 0.36
H -2.9415 4.6956 0.1840 0.24
H 0.4100 2.1487 0.4496 0.35
H -0.5402 0.4381 -1.0261 -0.26
H -2.1434 -0.6418 0.9481 0.66
H -0.8393 0.1664 1.8672 1.64
H -0.4234 -1.6225 -0.6454 -0.04
H -0.2008 -2.1969 1.0530 0.54
H 1.9950 -1.6211 0.8791 0.38
H 1.4630 0.1115 0.9021 -0.01
H 2.1584 0.7012 -1.4343 -0.30
Be 1.9113 2.6616 -0.8380 0.49
B 4.0012 -3.3521 -3.1246 0.79
F 4.7081 -2.2417 -2.3633 -0.28
F 3.5083 -2.9007 -4.2461 -0.18
F 5.0930 -4.4459 -3.4534 -0.11
F 3.1097 -3.9273 -2.3205 -0.23
Br 4.9425 -2.9181 -0.5357 0.26
Cs -4.9246 2.5104 0.5972 1.08
C 7.4898 3.5331 1.9552 -0.40
C 7.3944 2.2134 1.8101 -0.43
C 6.1414 1.5850 1.3324 0.25
O 6.0354 0.3808 1.1986 -0.53
C 4.9996 2.4797 1.0196 0.20
C 5.0865 3.7971 1.1624 -0.25
C 6.3456 4.4330 1.6439 0.26
O 6.4248 5.6301 1.7752 -0.51
H 8.3932 4.0170 2.3035 0.43
H 8.2145 1.5425 2.0311 0.43
H 4.0988 1.9885 0.6695 0.04
H 4.2647 4.4683 0.9401 0.42
Br 5.9444 -5.5729 -2.2206 0.42
Cl -0.8904 -1.4265 -2.5354 -0.49
Cs 0.0428 -0.2616 3.2433 0.87
Be 1.2805 3.8271 3.3211 0.15
C -6.6478 -2.4680 -1.9830 -0.57
O -6.2977 -3.0660 -0.7279 -0.22
C -7.0429 -4.1307 -0.4100 0.71
O -7.9320 -4.5809 -1.0749 -0.52
O -6.6270 -4.5937 0.7665 -0.29
C -7.3499 -5.7472 1.2253 -0.64
H -5.9640 -1.6331 -2.0980 0.10
H -6.5151 -3.1687 -2.8031 0.31
H -7.6765 -2.1134 -1.9650 0.31
H -7.2376 -6.5706 0.5245 0.30
H -8.4034 -5.5111 1.3538 0.30
H -6.9103 -6.0122 2.1814 0.21
```

As for the net charge: +2. The strongest force on any atom comes out at 9.10 eV Å⁻¹. The value obtained for the orbital gap is 2.89 eV. The calculation puts the LUMO energy at -9.0 eV.

Entry 5:
Here is C8H13NOV as an isolated structure from the OMol25 dataset. Energies are from wB97M-V/def2-TZVPD.

XYZ file:
```
24
Properties=species:S:1:pos:R:3:mulliken_charge:R:1
C -0.4898 0.9161 -1.9552 -0.52
C 0.9123 1.0157 -1.6859 -0.54
C 1.0939 1.8945 -0.5672 -0.69
C -0.2100 2.3138 -0.1186 0.04
C -1.1905 1.6931 -0.9701 -0.02
V -0.0647 0.0366 0.1118 -2.76
N -1.3137 -1.2905 -0.1628 -0.14
C -0.3763 -2.3256 -0.5789 -0.01
C 0.9968 -1.6790 -0.5621 -0.01
H 2.0511 2.2148 -0.1639 0.31
H 1.7162 0.5544 -2.2516 0.51
H -0.4107 3.0161 0.6852 0.53
H -2.2646 1.8434 -0.9103 0.29
H -0.9387 0.3777 -2.7857 0.44
H 1.4213 -1.5313 -1.5559 0.06
H -0.4170 -3.1957 0.0944 0.13
H -2.2986 -1.5402 -0.1196 0.03
H 1.6965 -2.0843 0.1735 0.14
H -0.6473 -2.7438 -1.5617 0.31
C 0.1213 0.0910 3.0374 -0.77
O 0.5456 0.3508 1.7095 0.08
H -0.8567 0.5632 3.2341 0.04
H 0.8846 0.5101 3.7040 0.25
H 0.0391 -1.0009 3.1997 0.32
```

As for the net charge: -2. The strongest force on any atom comes out at 5.31 eV Å⁻¹. The value obtained for the orbital gap (alpha / beta) is 1.52 / 6.70 eV. The spin multiplicity is 4. The calculation puts the LUMO energy (alpha / beta) at 5.4 / 6.1 eV.

Entry 6:
Here is C5H6O2 as an isolated structure from the OMol25 dataset. Energies are from wB97M-V/def2-TZVPD.

XYZ file:
```
13
Properties=species:S:1:pos:R:3:mulliken_charge:R:1
C -0.5429 -0.3694 1.1399 -0.86
C 0.8405 -0.1950 0.5713 -0.10
O 0.7435 -1.3718 -0.2736 -0.40
C -0.5775 -0.9342 -0.6131 -0.23
C -0.3305 0.4073 -1.2995 -0.18
O -0.5757 1.5593 -0.4964 -0.45
C 0.7184 0.9548 -0.4504 -0.24
H -0.6240 -1.2489 1.7961 0.40
H -1.1399 0.4747 1.4839 0.34
H 1.7067 -0.2096 1.2310 0.51
H -1.3890 -1.1827 0.0823 0.38
H -0.3981 0.5496 -2.3766 0.41
H 1.5577 1.5708 -0.7530 0.41
```

Its energy above the lowest of the compared OMol25 structures with the same formula, charge and spin is 579.2 kJ/mol. The strongest force on any atom comes out at 2.43 eV Å⁻¹. The value obtained for the orbital gap is 9.63 eV. The calculation puts the LUMO energy at 0.9 eV.

Look up the strongest force on any atom of the fourth one. 9.10 eV Å⁻¹

Number 3 is which compound? C34H47ClIIrN5OPS